Density functional theory data (ωB97M-V with the def2-TZVPD basis set) for 8 unconnected molecules or ions with the total composition C7H24ClO13 in a non-equilibrium geometry.

```
45
Properties=species:S:1:pos:R:3:lowdin_charge:R:1
H 1.403 2.749 4.072 0.114
O -0.356 4.517 -0.537 -0.073
C 0.145 -3.443 -5.552 -0.596
O 1.082 -3.581 -4.622 0.071
H -4.615 -0.945 0.557 0.029
O 0.344 -3.571 -6.791 0.074
C 1.286 3.175 3.076 -0.312
H 0.736 -1.947 -3.193 0.121
H 2.964 4.034 3.444 0.070
H -1.466 -2.812 3.832 0.068
H 0.279 3.586 3.149 0.103
O -1.487 0.342 -0.099 -0.348
O -0.902 -3.105 -4.931 0.093
O -1.911 3.081 1.282 -0.043
O 0.053 1.623 -1.239 -0.367
C -1.037 -2.020 3.217 -0.087
O -1.182 0.172 -2.428 -0.326
H 0.955 -1.198 1.745 0.066
H 2.472 0.826 -1.944 -0.011
H -0.974 4.219 0.130 -0.023
O 2.123 4.338 3.095 -0.099
O -4.204 -1.726 0.185 -0.058
H 1.522 3.093 0.898 0.080
H -3.566 -1.386 -0.442 0.009
H 0.838 1.652 1.795 0.058
O 3.262 1.250 -2.279 -0.059
O 1.092 -0.959 2.664 -0.062
H -1.091 2.636 1.498 0.009
H 3.051 2.184 -2.279 0.026
H 2.486 1.903 1.812 0.084
C 1.556 2.472 1.794 -0.083
H -1.185 -4.309 -3.322 0.136
H 1.046 -3.597 -2.595 0.136
C 0.599 -3.009 -3.397 -0.103
H -2.362 2.480 0.689 0.036
C -0.869 -3.290 -3.545 -0.102
H 0.000 3.712 -0.912 -0.017
H 0.838 -2.979 2.754 0.107
H 0.757 -2.232 4.280 0.105
H -1.488 -2.576 -3.001 0.129
H -1.303 -1.090 3.719 0.076
H -1.498 -2.081 2.232 0.070
C 0.470 -2.075 3.241 -0.358
Cl -0.544 0.363 -1.168 0.642
O 0.682 -0.475 -0.885 -0.386
```

Values from the calculation:
Multiplicity = 1
Frontier orbital gap = 10.0 eV
Energy relative to the best compared isomer or geometry (same formula, charge and spin) = 25.20 kcal per mole
HOMO = -7.39 eV
Total charge = -1